Here is a molecular structure, C29H67NO12Si2 from OMol25. Energies are from wB97M-V/def2-TZVPD.

Atoms and positions in Å:
1 C -1.235 -3.168 3.296
2 C -0.805 -1.798 2.786
3 O 0.499 -1.901 2.240
4 C 1.136 -0.662 2.009
5 C 0.715 -0.006 0.671
6 Si -0.561 1.354 0.837
7 C -0.770 2.372 -0.737
8 N -1.106 1.468 -1.856
9 C 0.068 0.851 -2.483
10 O -0.232 2.331 2.140
11 Si 0.687 3.704 2.191
12 C -0.200 5.126 1.365
13 C -1.694 5.142 1.733
14 C -2.576 5.710 0.617
15 C -4.060 5.339 0.796
16 C -4.570 4.442 -0.340
17 C -5.703 3.497 0.062
18 O -5.447 2.152 -0.371
19 C -5.497 1.934 -1.698
20 C -4.821 0.643 -2.053
21 O -6.013 2.695 -2.466
22 C 2.395 3.396 1.451
23 C 2.783 4.227 0.229
24 O 4.195 4.534 0.235
25 C 4.961 3.446 0.053
26 O 6.066 3.327 0.473
27 H -1.935 -3.642 2.607
28 H -1.761 -3.070 4.246
29 H -0.378 -3.824 3.427
30 H -1.504 -1.447 2.016
31 H -0.820 -1.043 3.583
32 H 0.961 0.012 2.860
33 H 2.204 -0.872 1.978
34 H 1.606 0.329 0.133
35 H 0.231 -0.788 0.075
36 H -1.874 0.729 1.103
37 H 0.098 3.008 -0.981
38 H -1.616 3.049 -0.583
39 H -1.539 2.049 -2.563
40 H 1.012 1.312 -2.163
41 H 0.132 -0.209 -2.226
42 H 0.009 0.915 -3.571
43 H 0.847 4.040 3.624
44 H 0.295 6.046 1.699
45 H -0.084 5.091 0.277
46 H -1.845 5.722 2.648
47 H -2.051 4.130 1.957
48 H -2.220 5.270 -0.320
49 H -2.449 6.793 0.562
50 H -4.204 4.830 1.754
51 H -4.659 6.251 0.837
52 H -3.740 3.839 -0.720
53 H -4.906 5.066 -1.170
54 H -5.794 3.426 1.145
55 H -6.662 3.837 -0.330
56 H -3.749 0.729 -1.868
57 H -5.200 -0.163 -1.426
58 H -5.013 0.414 -3.098
59 H 2.511 2.332 1.221
60 H 3.124 3.605 2.241
61 H 2.279 5.189 0.179
62 H 2.566 3.682 -0.696
63 H 4.453 2.655 -0.536
64 C -0.801 1.337 -9.489
65 O 0.281 0.450 -9.281
66 C 1.306 0.980 -8.460
67 C 1.225 0.457 -7.043
68 O 0.047 0.890 -6.381
69 C -0.968 -0.097 -6.336
70 H -1.599 0.766 -9.961
71 H -1.168 1.755 -8.548
72 H -0.514 2.157 -10.156
73 H 1.265 2.075 -8.453
74 H 2.266 0.680 -8.891
75 H 2.082 0.836 -6.477
76 H 1.280 -0.637 -7.048
77 H -0.704 -0.892 -5.629
78 H -1.143 -0.538 -7.320
79 H -1.881 0.387 -5.994
80 C -2.910 -6.460 5.702
81 O -1.561 -6.181 5.381
82 C -0.638 -6.597 6.372
83 C 0.044 -7.896 6.003
84 O -0.866 -8.981 5.957
85 C -1.269 -9.332 4.648
86 H -3.498 -6.288 4.802
87 H -3.042 -7.496 6.025
88 H -3.271 -5.792 6.492
89 H -1.137 -6.703 7.341
90 H 0.121 -5.814 6.466
91 H 0.798 -8.127 6.761
92 H 0.555 -7.783 5.040
93 H -0.453 -9.821 4.103
94 H -1.602 -8.460 4.080
95 H -2.095 -10.035 4.743
96 C 6.003 -3.531 0.811
97 O 6.046 -2.724 -0.351
98 C 4.771 -2.346 -0.832
99 C 4.410 -0.932 -0.431
100 O 4.261 -0.799 0.971
101 C 5.377 -0.210 1.617
102 H 7.020 -3.595 1.195
103 H 5.355 -3.100 1.578
104 H 5.651 -4.540 0.573
105 H 4.002 -3.038 -0.470
106 H 4.795 -2.408 -1.925
107 H 3.451 -0.672 -0.894
108 H 5.170 -0.236 -0.803
109 H 5.444 0.860 1.396
110 H 6.320 -0.680 1.328
111 H 5.234 -0.335 2.689

Properties
LUMO ... 0.38 eV
Total energy ... -72973.483 eV
HOMO ... -9.17 eV
Max |F| ... 0.64 eV Å⁻¹
Frontier orbital gap ... 9.551 eV

Here is 2 unconnected molecules or ions with the total composition C2H8N2O from OMol25. Energies are from wB97M-V/def2-TZVPD.

Atoms and positions in Å:
1 C 2.523 -0.215 0.047
2 C 0.185 0.732 -0.166
3 N 1.059 -0.186 -0.064
4 N -3.436 0.173 0.006
5 O 0.634 -1.453 0.081
6 H 2.827 -1.071 0.583
7 H 3.028 -0.286 -0.930
8 H 2.634 0.696 0.590
9 H -2.615 -0.143 -0.537
10 H 0.496 1.792 -0.008
11 H -2.970 0.534 0.876
12 H -0.335 -1.526 -0.141
13 H -4.030 0.954 -0.339

Properties
Relative energy (zero: lowest compared OMol25 entry of this formula, charge and spin) ... 119.2 kcal per mole
LUMO ... 0.83 eV
Total energy ... -7227.160 eV
HOMO ... -8.49 eV
Max |F| ... 3.59 eV Å⁻¹
Frontier orbital gap ... 9.325 eV

Here is a molecular structure, C46H54BrN5O4Re from OMol25. Energies are from wB97M-V/def2-TZVPD.

Atoms and positions in Å:
1 Re 1.345 -0.236 -0.131
2 C -4.786 2.124 -2.588
3 C -4.413 0.829 -3.320
4 C -4.636 1.038 -4.818
5 C -5.323 -0.312 -2.842
6 C -2.964 0.464 -2.993
7 C -2.590 0.292 -1.686
8 C -1.249 -0.021 -1.387
9 N -0.701 -0.301 -0.165
10 C -1.352 -0.593 1.006
11 C -2.694 -0.911 1.185
12 C -3.180 -1.131 2.463
13 C -2.291 -1.024 3.580
14 C -0.949 -0.794 3.480
15 C -0.443 -0.633 2.145
16 O 0.805 -0.551 1.900
17 C -0.012 -0.738 4.681
18 C 1.004 -1.888 4.592
19 C -0.797 -0.893 5.982
20 C 0.717 0.616 4.721
21 C -4.650 -1.488 2.643
22 C -5.512 -0.384 2.011
23 C -4.916 -2.822 1.925
24 C -5.043 -1.635 4.113
25 C -0.281 -0.058 -2.428
26 O 0.980 -0.223 -2.045
27 C -0.650 0.041 -3.784
28 C -1.986 0.290 -4.011
29 C 0.366 -0.109 -4.915
30 C 1.026 -1.494 -4.832
31 C -0.310 0.006 -6.281
32 C 1.428 0.994 -4.818
33 H -5.813 2.399 -2.829
34 H -4.137 2.948 -2.887
35 H -4.723 2.020 -1.504
36 H -5.676 1.318 -4.987
37 H -4.448 0.132 -5.395
38 H -4.014 1.841 -5.216
39 H -6.364 -0.081 -3.071
40 H -5.247 -0.459 -1.763
41 H -5.069 -1.253 -3.332
42 H -3.302 0.470 -0.898
43 H -3.351 -1.025 0.341
44 H -2.716 -1.160 4.561
45 H 0.498 -2.855 4.570
46 H 1.638 -1.869 5.479
47 H 1.647 -1.803 3.718
48 H -1.305 -1.856 6.048
49 H -1.533 -0.098 6.115
50 H -0.102 -0.836 6.819
51 H 1.362 0.760 3.858
52 H 1.341 0.657 5.614
53 H 0.005 1.442 4.777
54 H -5.350 -0.302 0.935
55 H -5.310 0.588 2.462
56 H -6.566 -0.615 2.164
57 H -4.707 -2.760 0.857
58 H -5.966 -3.092 2.041
59 H -4.314 -3.626 2.349
60 H -4.890 -0.712 4.675
61 H -4.494 -2.439 4.606
62 H -6.102 -1.882 4.174
63 H -2.314 0.390 -5.033
64 H 0.279 -2.285 -4.919
65 H 1.573 -1.632 -3.900
66 H 1.730 -1.610 -5.656
67 H -1.070 -0.762 -6.430
68 H 0.442 -0.124 -7.059
69 H -0.768 0.985 -6.434
70 H 2.009 0.920 -3.902
71 H 0.969 1.983 -4.862
72 H 2.117 0.907 -5.659
73 Br 7.184 4.184 -1.549
74 C 6.041 2.719 -1.292
75 C 4.768 2.737 -1.845
76 C 3.916 1.665 -1.635
77 C 4.359 0.582 -0.892
78 C 5.630 0.560 -0.335
79 C 6.476 1.637 -0.536
80 N 3.450 -0.506 -0.664
81 C 3.853 -1.712 -0.756
82 C 2.892 -2.784 -0.483
83 C 3.221 -4.120 -0.549
84 C 2.236 -5.064 -0.280
85 C 0.965 -4.630 0.043
86 C 0.703 -3.269 0.087
87 N 1.646 -2.359 -0.169
88 H 4.442 3.585 -2.430
89 H 2.917 1.675 -2.050
90 H 5.947 -0.261 0.295
91 H 7.462 1.646 -0.093
92 H 4.875 -1.955 -1.036
93 H 4.228 -4.415 -0.810
94 H 2.464 -6.119 -0.326
95 H 0.169 -5.328 0.260
96 H -0.281 -2.892 0.327
97 O 1.088 1.727 -0.148
98 N 1.768 2.655 0.502
99 N 2.643 2.158 1.259
100 O 2.791 0.895 1.388
101 C 3.550 3.052 1.965
102 C 3.545 4.406 1.668
103 C 4.443 5.219 2.337
104 C 5.317 4.681 3.274
105 C 5.297 3.321 3.551
106 C 4.406 2.487 2.892
107 H 2.865 4.813 0.934
108 H 4.460 6.278 2.122
109 H 6.015 5.326 3.789
110 H 5.976 2.905 4.283
111 H 4.370 1.427 3.093

Properties
Total charge ... +2
Relative energy (zero: lowest compared OMol25 entry of this formula, charge and spin) ... 0.0 kcal per mole
2S+1 ... 4
LUMO (spin up / spin down) ... -7.27 / -7.67 eV
Total energy ... -136377.155 eV
Expectation value of S² ... 4.194
HOMO (spin up / spin down) ... -13.05 / -13.31 eV
Max |F| ... 0.41 eV Å⁻¹
Frontier orbital gap (spin up / spin down) ... 5.781 / 5.645 eV

Here is a single C8H7N3 molecule from OMol25. Energies are from wB97M-V/def2-TZVPD.

Atoms and positions in Å:
1 C 3.142 0.032 -0.028
2 C 2.493 -1.165 -0.011
3 C 1.078 -1.261 0.004
4 C 0.340 -0.155 -0.066
5 C -1.077 -0.152 -0.038
6 N -1.901 -1.249 -0.112
7 C -3.242 -0.761 -0.066
8 C -3.138 0.638 0.041
9 N -1.824 0.967 0.023
10 N 0.927 1.110 -0.086
11 C 2.264 1.134 -0.051
12 H 4.055 0.304 -0.015
13 H 3.193 -2.065 0.195
14 H 0.537 -2.228 0.153
15 H -4.087 -1.157 -0.009
16 H -3.911 1.593 0.008
17 H -1.389 2.080 0.125
18 H 2.539 2.333 -0.066

Properties
Relative energy (zero: lowest compared OMol25 entry of this formula, charge and spin) ... 66.1 kcal per mole
LUMO ... 0.47 eV
Total energy ... -12877.076 eV
Structure (SMILES) ... c1ccc(-c2ncc[nH]2)nc1
HOMO ... -8.24 eV
Max |F| ... 11.57 eV Å⁻¹
Frontier orbital gap ... 8.711 eV

Here is 11 unconnected molecules or ions with the total composition C3H28N2O11 from OMol25. Energies are from wB97M-V/def2-TZVPD.

Atoms and positions in Å:
1 C -3.407 -0.986 -1.358
2 N -2.476 -1.346 -0.305
3 C -2.260 -0.308 0.725
4 C -1.428 -0.789 1.931
5 N -0.419 -1.662 1.683
6 O -1.734 -0.424 3.046
7 H -2.919 -0.319 -2.074
8 H -4.320 -0.525 -0.956
9 H -3.751 -1.894 -1.835
10 H -2.777 -2.234 0.113
11 H -3.219 0.108 1.036
12 H -1.627 0.402 0.163
13 H -0.455 -2.130 0.825
14 H 0.168 -1.893 2.453
15 H -0.554 -0.176 -4.771
16 H -0.073 0.627 -3.665
17 O -0.900 0.276 -3.994
18 H 2.655 0.261 3.147
19 H 1.814 -0.187 1.961
20 O 1.751 0.008 2.902
21 H 2.340 -1.028 -2.967
22 H 0.998 -1.165 -2.184
23 O 1.664 -0.528 -2.496
24 H 3.773 2.413 1.149
25 H 3.719 0.951 1.029
26 O 3.190 1.687 1.373
27 H -1.352 1.658 2.893
28 H -0.050 1.257 3.445
29 O -0.416 1.888 2.803
30 H 2.007 1.718 -0.631
31 H 2.644 1.282 -1.920
32 O 2.359 2.081 -1.451
33 H 0.122 1.086 1.334
34 H 1.470 1.499 0.374
35 O 0.755 0.909 0.611
36 H 1.653 -1.462 -0.582
37 H 1.379 -0.627 0.697
38 O 1.977 -1.280 0.306
39 H -0.990 -1.713 -1.577
40 H -0.503 -1.313 -3.065
41 O -0.569 -2.026 -2.378
42 H -0.191 1.579 -0.824
43 H 0.292 1.297 -2.237
44 O -0.509 1.549 -1.747

Properties
Total charge ... +1
2S+1 ... 2
LUMO (spin up / spin down) ... -3.34 / -9.03 eV
Total energy ... -29057.993 eV
Expectation value of S² ... 0.754
HOMO (spin up / spin down) ... -13.88 / -13.88 eV
Max |F| ... 4.07 eV Å⁻¹
Frontier orbital gap (spin up / spin down) ... 10.541 / 4.848 eV

> Which formula does entry 1 have?

C29H67NO12Si2